Entry 1:
60
Properties=species:S:1:pos:R:3:lowdin_charge:R:1 method="wB97M-V/def2-TZVPD" e_above_lowest_kcal_mol=71.45 lumo_ev=-2.0 e_tot_ev=-38035.1832 total_charge=0
C 4.59 1.05 -0.95 -0.072
N 4.39 0.50 0.28 -0.449
O 4.12 1.24 1.28 -0.130
O 4.49 -0.76 0.43 -0.105
C 4.82 0.27 -2.12 -0.224
C 4.75 -1.14 -2.13 -0.052
C 5.02 -1.87 -3.29 -0.109
C 5.37 -1.21 -4.47 -0.136
C 5.42 0.19 -4.51 -0.126
C 5.15 0.92 -3.35 -0.073
H 4.59 2.14 -0.97 0.104
H 4.49 -1.63 -1.20 0.074
H 4.96 -2.95 -3.24 0.092
H 5.61 -1.78 -5.37 0.083
H 5.67 0.72 -5.43 0.090
H 5.17 2.01 -3.33 0.096
C 0.05 0.83 -2.68 0.019
C -1.04 0.15 -1.96 -0.160
N -1.95 -0.64 -2.59 -0.022
C -1.92 -0.95 -4.01 0.014
C -2.85 -1.19 -1.66 -0.145
C -2.44 -0.74 -0.38 -0.106
C -3.05 -1.30 0.74 -0.017
C -4.12 -2.18 0.58 -0.059
C -4.52 -2.60 -0.70 -0.068
C -3.86 -2.12 -1.85 -0.007
C -1.30 0.14 -0.57 -0.087
C -0.49 0.72 0.42 0.115
C -0.83 0.90 1.77 -0.096
C 0.06 0.72 2.86 -0.160
C 1.50 0.44 2.79 0.011
N -0.63 0.79 4.02 -0.026
C -0.04 0.60 5.34 0.012
C -1.97 1.10 3.77 -0.150
C -2.12 1.21 2.36 -0.137
C -3.38 1.49 1.84 -0.032
C -4.46 1.64 2.72 -0.069
C -4.30 1.50 4.11 -0.073
C -3.04 1.22 4.66 -0.008
H 0.60 1.42 -1.93 0.084
H 0.77 0.14 -3.14 0.116
H -0.30 1.53 -3.45 0.106
H -2.73 -1.65 -4.21 0.082
H -2.06 -0.04 -4.62 0.105
H -0.96 -1.41 -4.30 0.110
H -2.69 -1.04 1.73 0.111
H -4.65 -2.55 1.46 0.109
H -5.34 -3.32 -0.80 0.106
H -4.12 -2.43 -2.86 0.104
H 0.52 1.02 0.12 0.131
H 1.78 0.46 1.74 0.065
H 2.11 1.21 3.30 0.111
H 1.79 -0.55 3.18 0.117
H -0.83 0.72 6.07 0.080
H 0.39 -0.41 5.43 0.107
H 0.76 1.33 5.53 0.107
H -3.49 1.59 0.76 0.120
H -5.45 1.86 2.31 0.106
H -5.16 1.62 4.76 0.105
H -2.86 1.10 5.72 0.105

***

Entry 2:
53
Properties=species:S:1:pos:R:3:lowdin_charge:R:1 method="wB97M-V/def2-TZVPD" lumo_ev="1.8 / 1.7" multiplicity=2 e_tot_ev=-37538.7194 total_charge=-1
Hg -1.85 -2.63 -1.73 0.879
C -5.41 -0.31 0.37 -0.111
C -4.39 -0.83 -0.67 -0.501
O -3.98 -2.19 -0.62 -0.474
H -4.88 -0.17 1.31 0.047
H -6.20 -1.02 0.61 0.056
H -5.83 0.65 0.07 0.058
H -3.54 -0.15 -0.67 0.060
H -4.81 -0.58 -1.65 0.063
C 0.96 0.69 0.05 -0.059
C -0.04 -0.02 -0.89 -0.428
O -0.52 -1.26 -0.43 -0.500
H 0.49 0.99 0.99 0.059
H 1.37 1.61 -0.36 0.047
H 1.89 0.13 0.17 0.049
H 0.35 -0.23 -1.89 0.081
H -0.84 0.69 -1.10 0.053
O -2.21 -1.41 -3.66 -0.176
H -2.92 -1.49 -4.30 0.049
H -1.56 -0.85 -4.09 0.043
O 3.62 -0.96 1.67 -0.055
H 4.11 -0.59 0.93 -0.028
H 3.90 -1.88 1.69 0.054
O 1.09 3.76 1.48 -0.046
H 1.12 3.93 0.54 0.013
H 1.42 2.86 1.57 0.001
O -2.01 2.86 -1.84 -0.052
H -1.86 1.93 -1.65 -0.012
H -2.05 2.91 -2.79 0.023
O 1.93 0.30 3.45 -0.048
H 2.58 0.12 2.78 -0.007
H 2.31 -0.04 4.26 0.052
O 1.93 -3.14 -0.01 -0.063
H 1.17 -2.56 0.03 -0.012
H 1.56 -4.02 0.00 0.037
O -1.89 -0.20 1.94 -0.047
H -2.27 -1.00 2.31 0.047
H -1.53 -0.47 1.10 -0.007
O 2.50 3.33 -2.76 -0.055
H 2.85 3.98 -3.37 0.026
H 1.74 3.76 -2.37 0.025
O -0.57 1.46 3.70 -0.085
H -0.97 1.03 2.95 -0.034
H 0.29 1.06 3.78 -0.036
O 3.20 -1.86 -2.63 -0.059
H 2.77 -1.95 -1.78 -0.008
H 3.37 -0.93 -2.72 0.014
O -0.24 -2.55 2.78 -0.055
H -1.13 -2.80 2.52 0.024
H -0.04 -1.78 2.26 0.002
O 5.00 0.31 -0.18 -0.026
H 5.46 0.33 -1.02 0.062
H 4.55 1.16 -0.14 0.061

***

Entry 3:
13
Properties=species:S:1:pos:R:3:lowdin_charge:R:1 method="wB97M-V/def2-TZVPD" e_above_lowest_kcal_mol=161.63 lumo_ev="-1.0 / -1.0" e_tot_ev=-9266.4930 total_charge=0
C 2.38 0.49 -0.25 -0.049
O 1.60 -0.43 0.51 -0.045
C 0.30 -0.35 0.39 -0.418
C -0.56 -1.29 1.22 0.060
N -1.74 -0.85 0.78 -0.064
C -1.64 0.43 0.12 -0.153
N -0.34 0.54 -0.32 0.074
H 2.16 0.40 -1.32 0.093
H 3.42 0.23 -0.05 0.093
H 2.18 1.52 0.07 0.095
H -2.55 -0.06 -1.47 0.156
H -2.61 -1.15 1.20 0.124
H -2.60 0.53 -0.88 0.034

***

Entry 4:
24
Properties=species:S:1:pos:R:3:lowdin_charge:R:1 method="wB97M-V/def2-TZVPD" smiles=CCN(C)[C@@H](C)CN e_above_lowest_kcal_mol=28.01 lumo_ev=1.1 e_tot_ev=-9460.8596 total_charge=0
C 1.12 -2.38 0.92 -0.083
C -0.10 -1.44 0.83 -0.259
N 0.29 -0.03 0.81 -0.204
C -0.09 0.74 1.98 -0.093
C 0.68 -0.19 -1.62 -0.051
C 0.19 0.68 -0.46 -0.384
C -1.21 1.22 -0.78 -0.242
N -1.19 2.10 -1.96 0.001
H 1.44 -2.34 1.97 0.070
H 1.98 -1.95 0.40 0.057
H 0.92 -3.37 0.52 0.071
H -0.72 -1.66 -0.05 0.103
H -0.74 -1.65 1.69 0.108
H -1.11 1.11 1.96 0.068
H -0.11 0.04 2.84 0.084
H 0.60 1.55 2.23 0.086
H 1.40 -0.94 -1.30 0.060
H 1.09 0.41 -2.42 0.073
H -0.17 -0.72 -2.06 0.083
H 0.90 1.52 -0.39 0.140
H -1.57 1.79 0.07 0.099
H -1.81 0.34 -1.03 0.105
H -1.51 3.04 -1.75 0.058
H -0.28 2.13 -2.41 0.052

***

Entry 5:
14
Properties=species:S:1:pos:R:3:lowdin_charge:R:1 method="wB97M-V/def2-TZVPD" e_above_lowest_kcal_mol=37.93 lumo_ev=-0.5 e_tot_ev=-23177.7063 total_charge=0
C 0.81 0.43 0.31 -0.159
C -0.44 0.34 -0.51 -0.358
C -1.45 -0.66 0.11 -0.145
C -3.22 -0.02 -0.56 -1.296
F -3.13 -0.08 -1.86 -0.132
I -4.53 -1.60 0.13 0.737
I -3.55 2.03 0.06 0.786
H 0.64 0.95 1.38 0.115
H 1.52 1.25 -0.17 0.105
H 1.29 -0.54 0.50 0.064
H -0.43 -0.05 -1.52 0.096
H -0.91 1.43 -0.43 0.061
H -1.62 -0.47 1.15 0.065
H -1.39 -1.62 -0.33 0.060

***

Entry 6:
8
Properties=species:S:1:pos:R:3:lowdin_charge:R:1 method="wB97M-V/def2-TZVPD" smiles="C#CC(=O)C=O" e_above_lowest_kcal_mol=23.16 lumo_ev=-0.9 e_tot_ev=-8271.5238 total_charge=0
O -2.03 -1.25 -1.11 0.100
C -1.68 -0.36 -0.39 -0.158
C -0.27 0.23 0.17 -0.316
O -0.60 1.16 0.89 0.076
C 1.16 -0.03 0.06 -0.024
C 2.36 -0.03 0.12 0.152
H -2.28 0.42 0.16 0.124
H 3.44 -0.09 0.13 0.046

***

Entry 7:
48
Properties=species:S:1:pos:R:3:lowdin_charge:R:1 method="wB97M-V/def2-TZVPD" smiles=NCCN1CCC(c2nnc(Cn3ccnc3)n2C2CC2)CC1 e_above_lowest_kcal_mol=62.46 lumo_ev=0.6 e_tot_ev=-27423.9714 total_charge=0
N 3.79 1.01 4.35 0.061
N 1.18 2.94 1.22 0.105
N 0.58 2.18 0.14 0.094
C 3.27 2.02 3.66 -0.152
C 0.63 2.43 2.31 -0.295
C -0.33 1.35 0.61 -0.260
C 3.05 0.96 5.49 -0.202
C 1.99 1.76 5.40 -0.125
N 2.09 2.46 4.22 -0.049
N 1.75 -2.88 -4.26 -0.007
N 0.54 -0.35 -2.76 -0.152
N -0.27 1.43 1.96 0.065
C 0.99 3.20 3.54 -0.057
C 2.45 -1.59 -4.14 -0.277
C 1.50 -0.44 -3.94 -0.165
C -0.32 0.85 -2.74 -0.249
C 1.10 -0.61 -1.38 -0.170
C -1.38 0.75 -1.73 -0.140
C -0.04 -0.93 -0.42 -0.140
C -1.89 1.33 4.14 -0.050
C -2.40 0.36 3.03 -0.104
C -1.00 0.27 -0.25 -0.198
C -0.89 0.62 3.06 -0.140
H 3.80 2.48 2.89 0.109
H 3.17 0.18 6.24 0.104
H 1.28 1.87 6.21 0.115
H 1.23 -2.92 -3.37 0.055
H 2.30 -3.72 -4.41 0.067
H 0.08 3.35 4.14 0.117
H 1.19 4.27 3.27 0.138
H 3.12 -1.44 -4.95 0.101
H 3.10 -1.61 -3.29 0.086
H 2.13 0.40 -3.75 0.104
H 0.86 -0.28 -4.75 0.093
H -0.78 1.02 -3.73 0.120
H 0.32 1.76 -2.86 0.124
H 1.73 0.30 -1.13 0.129
H 1.73 -1.48 -1.37 0.098
H -2.21 0.13 -2.16 0.134
H -1.80 1.73 -1.46 0.113
H -0.55 -1.85 -0.76 0.137
H 0.42 -1.01 0.51 0.083
H -2.28 2.35 3.94 0.108
H -1.88 0.98 5.11 0.056
H -3.06 0.64 2.30 0.068
H -2.68 -0.59 3.54 0.113
H -1.90 -0.11 0.20 0.113
H -0.33 -0.15 3.51 0.121

***

Entry 8:
59
Properties=species:S:1:pos:R:3:lowdin_charge:R:1 method="wB97M-V/def2-TZVPD" e_above_lowest_kcal_mol=7.45 lumo_ev=0.7 e_tot_ev=-130210.3137 total_charge=-1
S 0.70 3.38 0.37 -0.109
P 0.33 1.74 -0.70 0.062
Ga -0.93 0.22 0.61 -0.033
P 0.73 -0.80 1.99 0.071
S 1.58 -2.26 0.98 -0.027
H -0.25 2.02 -1.96 -0.099
H 1.59 1.12 -0.96 -0.091
H -1.93 1.04 1.55 -0.132
H -1.69 -0.87 -0.28 -0.133
H 0.17 -1.19 3.24 -0.095
H 1.70 0.19 2.30 -0.087
C 3.50 -4.73 -0.14 -0.090
C 3.56 -4.98 1.23 -0.087
C 3.59 -6.28 1.70 0.004
C 3.56 -7.35 0.80 -0.091
C 3.49 -7.10 -0.57 -0.090
C 3.47 -5.78 -1.04 0.006
C 3.42 -8.21 -1.55 -0.282
O 3.36 -8.01 -2.74 0.097
C 3.41 -9.61 -1.02 -0.082
C 3.29 -10.67 -1.92 -0.005
C 3.29 -11.97 -1.44 -0.067
C 3.42 -12.22 -0.08 -0.067
C 3.53 -11.17 0.81 -0.005
C 3.52 -9.86 0.34 -0.082
C 3.61 -8.74 1.32 -0.281
O 3.73 -8.96 2.50 0.096
H 3.48 -3.71 -0.50 0.070
H 3.57 -4.15 1.93 0.070
H 3.64 -6.48 2.76 0.118
H 3.42 -5.59 -2.10 0.119
H 3.19 -10.47 -2.97 0.117
H 3.19 -12.79 -2.14 0.102
H 3.42 -13.24 0.28 0.102
H 3.62 -11.36 1.87 0.117
C -2.50 4.71 -0.54 -0.066
C -2.99 4.96 -1.81 -0.047
C -3.48 6.22 -2.14 -0.006
C -3.48 7.23 -1.18 -0.093
C -3.00 6.97 0.11 -0.082
C -2.50 5.71 0.42 0.010
C -3.03 8.02 1.15 -0.279
O -2.61 7.81 2.27 0.106
C -3.60 9.35 0.80 -0.081
C -3.68 10.33 1.78 -0.004
C -4.20 11.58 1.47 -0.066
C -4.63 11.85 0.17 -0.068
C -4.55 10.88 -0.81 -0.006
C -4.04 9.62 -0.49 -0.083
C -3.99 8.57 -1.55 -0.283
O -4.37 8.82 -2.68 0.092
H -2.11 3.73 -0.29 0.057
H -3.00 4.18 -2.56 0.106
H -3.86 6.42 -3.13 0.116
H -2.11 5.51 1.41 0.123
H -3.35 10.12 2.79 0.118
H -4.27 12.34 2.23 0.102
H -5.02 12.83 -0.07 0.102
H -4.89 11.08 -1.81 0.117

***

Entry 9:
73
Properties=species:S:1:pos:R:3:lowdin_charge:R:1 method="wB97M-V/def2-TZVPD" e_above_lowest_kcal_mol=18.76 lumo_ev="-7.6 / -10.8" multiplicity=6 e_tot_ev=-104613.8207 total_charge=+3
Ru -0.03 -0.35 0.08 1.341
C -1.48 -0.19 3.67 -0.133
C -2.20 0.37 2.45 -0.208
N -1.36 1.07 1.47 -0.136
C -0.64 2.24 1.98 -0.166
C 0.83 1.90 2.27 -0.188
N 1.48 1.39 1.06 -0.116
C 2.91 1.12 1.29 -0.187
C 3.50 0.00 0.42 -0.148
C 3.09 -1.40 0.87 -0.181
N 1.87 -1.82 0.19 -0.161
C 1.26 -3.08 0.62 -0.180
C 0.67 -2.94 2.03 -0.180
N -0.25 -1.80 2.09 -0.117
C -0.49 -1.37 3.46 -0.181
H -2.28 -0.53 4.34 0.131
H -0.97 0.62 4.20 0.111
H -2.95 1.08 2.84 0.143
H -2.74 -0.42 1.92 0.084
H -1.98 1.34 0.70 0.123
H -1.10 2.60 2.90 0.141
H -0.68 3.04 1.24 0.136
H 0.91 1.12 3.03 0.111
H 1.33 2.80 2.63 0.149
H 1.41 2.10 0.33 0.110
H 3.05 0.84 2.33 0.129
H 3.49 2.03 1.11 0.142
H 4.58 0.09 0.48 0.133
H 3.21 0.14 -0.63 0.100
H 2.93 -1.41 1.95 0.122
H 3.90 -2.11 0.64 0.147
H 2.09 -1.89 -0.81 0.088
H 2.00 -3.90 0.63 0.146
H 0.47 -3.33 -0.10 0.120
H 1.46 -2.80 2.76 0.124
H 0.16 -3.88 2.28 0.145
H -1.15 -2.06 1.65 0.077
H 0.47 -1.11 3.90 0.121
H -0.87 -2.22 4.04 0.139
C -3.11 -3.87 -1.62 -0.170
As -3.58 -2.29 -0.57 1.028
C -4.92 -1.17 -1.44 -0.171
C -4.30 -2.92 1.12 -0.185
O -2.19 -1.38 -0.29 -0.667
H -4.03 -4.29 -2.04 0.057
H -2.67 -4.60 -0.94 0.049
H -2.41 -3.64 -2.42 0.039
H -5.90 -1.58 -1.23 0.054
H -4.78 -1.13 -2.52 0.035
H -4.86 -0.16 -1.02 0.048
H -5.15 -3.57 0.88 0.057
H -4.66 -2.10 1.73 0.046
H -3.57 -3.51 1.67 0.047
C -1.97 -0.86 -4.09 -0.080
N -1.38 0.46 -4.17 -0.185
C -2.26 1.48 -4.69 -0.014
C -0.22 0.71 -3.55 -0.617
S 0.32 -0.45 -2.36 0.703
N 0.58 1.73 -3.82 -0.178
C 1.71 2.01 -2.95 -0.079
C 0.58 2.48 -5.06 -0.005
H -2.70 -0.96 -4.89 0.114
H -2.46 -1.02 -3.12 0.053
H -1.21 -1.63 -4.23 0.083
H -3.23 1.38 -4.19 0.108
H -2.42 1.35 -5.76 0.118
H -1.89 2.48 -4.49 0.093
H 1.39 1.92 -1.90 0.036
H 2.06 3.02 -3.14 0.113
H 2.53 1.30 -3.13 0.105
H -0.03 2.01 -5.82 0.100
H 1.60 2.53 -5.44 0.118
H 0.24 3.51 -4.89 0.117

***

Entry 10:
107
Properties=species:S:1:pos:R:3:lowdin_charge:R:1 method="wB97M-V/def2-TZVPD" smiles="C[C@H](I)[C@H](I)C1=CC(=O)c2cc(CCCCOC=O)c(CCCF)c(F)c2C1=O.BrCCBr.BrCCBr.BrCCBr.BrCCBr.BrCCBr.BrCCBr.BrCCBr" lumo_ev=-1.3 e_tot_ev=-1047519.5571 total_charge=0
C 1.25 0.13 2.69 -0.254
C 0.26 -0.89 3.44 -0.803
I -0.37 -0.22 5.43 0.753
C 0.85 -2.41 3.44 -0.719
I 2.98 -2.51 3.86 0.843
C 0.41 -3.05 2.04 -0.171
C 1.26 -3.15 0.89 0.041
C 0.64 -3.78 -0.46 -0.268
O 1.33 -4.46 -1.26 0.039
C -0.91 -3.43 -0.69 -0.029
C -1.55 -3.16 -2.07 0.039
C -3.07 -2.78 -2.15 -0.091
C -3.65 -2.46 -3.60 -0.162
C -4.13 -0.92 -3.79 -0.240
C -2.96 0.03 -4.39 -0.166
C -1.69 0.01 -3.41 -0.196
O -0.74 1.10 -3.66 -0.095
C 0.58 0.58 -3.43 -0.259
O 1.48 0.59 -4.29 0.037
C -3.98 -2.70 -0.86 -0.037
C -5.53 -2.29 -0.95 -0.144
C -5.93 -1.20 0.21 -0.157
C -7.02 -0.14 -0.29 -0.172
F -8.32 -0.44 0.27 -0.104
C -3.34 -2.98 0.52 -0.062
F -4.02 -2.95 1.76 0.021
C -1.83 -3.32 0.55 0.025
C -1.12 -3.58 1.97 -0.250
O -1.71 -4.12 2.95 0.039
H 1.91 -0.43 1.92 0.053
H 1.92 0.64 3.47 0.004
H 0.65 0.89 2.06 0.055
H -0.70 -0.95 2.79 0.084
H 0.32 -3.03 4.25 0.076
H 2.34 -2.76 0.92 0.096
H -0.92 -3.23 -3.03 0.119
H -4.54 -3.14 -3.84 0.118
H -2.88 -2.65 -4.43 0.121
H -4.54 -0.46 -2.82 0.073
H -4.99 -0.88 -4.57 0.104
H -3.32 1.12 -4.45 0.040
H -2.71 -0.32 -5.46 0.130
H -1.11 -0.97 -3.62 0.108
H -2.04 -0.01 -2.32 0.140
H 0.87 0.15 -2.40 0.155
H -6.17 -3.22 -0.75 0.130
H -5.83 -1.88 -1.97 0.085
H -4.95 -0.71 0.57 0.117
H -6.29 -1.84 1.10 0.122
H -6.66 0.90 0.05 0.122
H -7.09 -0.19 -1.44 0.088
Br 1.20 3.84 2.33 0.620
C 3.05 4.45 2.22 -0.696
C 3.94 3.39 1.62 -0.715
Br 4.34 1.99 2.91 0.652
H 3.34 4.74 3.23 0.013
H 3.02 5.34 1.58 0.053
H 4.91 3.82 1.35 0.057
H 3.51 2.91 0.74 -0.057
Br 3.39 9.61 4.04 0.624
C 2.02 8.58 3.11 -0.688
C 1.01 8.02 4.08 -0.674
Br 1.72 6.47 5.03 0.631
H 2.54 7.81 2.54 0.039
H 1.55 9.29 2.43 0.057
H 0.13 7.64 3.55 0.062
H 0.69 8.74 4.84 0.053
Br -3.46 4.03 -4.89 0.645
C -5.39 4.29 -5.00 -0.688
C -6.08 3.80 -3.75 -0.674
Br -6.21 1.85 -3.72 0.687
H -5.73 3.78 -5.90 0.053
H -5.53 5.36 -5.12 0.058
H -7.11 4.15 -3.71 0.059
H -5.57 4.10 -2.83 0.055
Br 3.89 1.21 -0.98 0.676
C 5.74 1.82 -1.09 -0.664
C 6.63 0.76 -1.69 -0.691
Br 7.03 -0.64 -0.40 0.609
H 6.03 2.11 -0.08 0.041
H 5.71 2.71 -1.72 0.066
H 7.60 1.19 -1.96 0.059
H 6.20 0.28 -2.56 0.054
Br 3.84 9.56 -0.68 0.589
C 4.61 11.27 -0.14 -0.689
C 3.71 11.98 0.84 -0.704
Br 2.19 12.81 -0.06 0.599
H 4.80 11.84 -1.05 0.052
H 5.56 11.01 0.33 0.059
H 4.25 12.81 1.31 0.061
H 3.31 11.33 1.62 -0.008
Br -1.22 -8.32 -1.58 0.595
C 0.59 -8.08 -0.88 -0.685
C 0.67 -8.46 0.58 -0.703
Br -0.11 -7.09 1.72 0.652
H 0.86 -7.04 -1.06 0.031
H 1.22 -8.73 -1.48 0.059
H 1.71 -8.55 0.90 -0.018
H 0.15 -9.40 0.81 0.051
Br 4.02 -10.06 1.49 0.640
C 3.50 -11.33 2.87 -0.684
C 3.10 -10.62 4.14 -0.696
Br 4.67 -9.99 5.12 0.605
H 4.33 -12.01 3.00 0.052
H 2.65 -11.87 2.46 0.058
H 2.60 -11.30 4.83 0.059
H 2.47 -9.75 3.97 0.050

***

Entry 11:
14
Properties=species:S:1:pos:R:3:lowdin_charge:R:1 method="wB97M-V/def2-TZVPD" e_above_lowest_kcal_mol=154.49 lumo_ev=0.4 e_tot_ev=-9840.5804 total_charge=0
C -0.69 -0.90 1.10 0.009
C -1.19 0.31 0.51 -0.349
C 0.97 -0.12 0.20 -0.251
C 1.59 -0.82 -0.82 -0.091
O -0.16 1.72 -1.16 0.053
O -2.44 0.75 0.36 0.151
N -0.17 0.75 -0.18 -0.098
H 0.82 1.73 -1.32 0.129
H -2.42 1.54 -0.21 0.128
H -1.04 -1.81 0.62 0.090
H -0.54 -1.01 2.17 0.072
H 1.62 0.42 0.88 0.116
H 2.64 -1.05 -0.73 0.013
H 1.00 -1.50 -1.43 0.028

***

Entry 12:
16
Properties=species:S:1:pos:R:3:lowdin_charge:R:1 method="wB97M-V/def2-TZVPD" e_above_lowest_kcal_mol=12.36 lumo_ev="-3.1 / -11.6" multiplicity=2 e_tot_ev=-4330.6959 total_charge=+1
C -1.84 0.52 -1.81 -0.122
C -0.52 1.19 -1.57 -0.143
H -1.92 -0.44 -1.28 0.093
H -2.60 1.12 -1.30 0.098
H -2.05 0.33 -2.86 0.087
H -0.33 2.13 -2.12 0.105
H 0.35 0.56 -1.87 0.099
H -0.38 1.45 -0.52 0.057
C 1.46 -1.41 1.29 -0.030
C 0.82 -0.27 2.00 -0.053
H 1.22 -1.34 0.21 0.122
H 2.58 -1.49 1.35 0.170
H 1.25 -2.36 1.81 0.133
H 1.11 0.66 1.51 0.106
H 1.13 -0.32 3.06 0.133
H -0.28 -0.35 2.09 0.147